Record 1
C4H4Cl2O | ωB97M-V with the def2-TZVPD basis set

**ΔE to the lowest compared entry with this formula, charge and spin**: 48.2 kcal per mole
**Gap between HOMO and LUMO**: 10.319 eV

```
! RIJCOSX wB97M-V def2-TZVPD def2/J DEFGRID3
* xyz 0 1
Cl -1.957 0.560 1.088
Cl 2.378 0.415 0.036
O 0.196 -1.236 -1.568
C 0.846 0.881 0.681
C -0.419 -1.038 -0.291
C -1.139 -0.830 -1.676
C -0.209 0.100 0.597
H -0.592 -2.009 0.181
H 0.744 1.923 1.167
H -1.321 0.201 -1.857
H -2.030 -1.499 -1.940
*
```

=====

Record 2
C30H49CsN9O7P | ωB97M-V with the def2-TZVPD basis set

**Gap between HOMO and LUMO**: 5.706 eV

```
! RIJCOSX wB97M-V def2-TZVPD def2/J DEFGRID3
* xyz -2 1
Cs 0.180 1.922 1.014
P -1.482 2.089 -2.178
O -3.226 3.067 2.276
O -1.345 2.994 3.301
O 3.144 -0.828 1.056
O 2.205 -6.353 2.235
O 3.058 2.275 0.630
O 2.095 1.577 2.516
O -0.212 -3.470 0.374
N 0.938 -2.841 2.752
N -1.768 -1.610 2.336
N -3.996 0.945 1.026
N -1.847 1.832 -0.711
N -2.700 -0.848 1.609
N 1.201 -3.985 2.095
N -2.265 2.440 2.706
N 0.362 -0.598 4.293
N -2.131 1.102 2.587
C 0.953 0.724 -1.780
C -2.752 1.802 -4.907
C -3.737 0.596 -2.966
C 0.284 -5.939 -0.844
C 4.254 -0.117 3.076
C 1.255 -1.494 4.709
C 1.970 -1.334 5.895
C -0.754 -0.463 -3.048
C 2.961 1.504 1.607
C -0.118 0.923 -2.867
C -2.940 0.448 1.731
C -2.992 1.867 -3.396
C 0.840 0.742 6.209
C 1.212 -8.131 -0.746
C 5.117 0.423 0.779
C 0.847 -5.619 0.392
C 0.165 0.492 5.019
C 0.578 1.307 -4.176
C 1.495 -2.693 3.888
C -1.740 4.817 -1.617
C 1.645 -6.577 1.109
C 0.452 -7.175 -1.434
C 3.886 0.251 1.649
C 1.781 -7.852 0.470
C 0.549 -4.261 0.917
C -0.862 3.892 -2.474
C -0.806 4.433 -3.905
C 1.757 -0.196 6.653
C -3.947 3.033 -3.114
C 0.549 3.979 -1.875
H 1.300 3.482 -2.485
H 5.608 -0.544 0.651
H -2.651 5.121 -2.131
H -2.200 0.910 -5.198
H -4.797 0.679 -3.227
H -4.930 2.805 -3.542
H 1.581 1.597 -1.599
H 5.819 1.116 1.244
H -1.358 -0.533 -3.951
H -0.331 5.423 -3.891
H 0.565 3.532 -0.883
H 0.848 5.027 -1.771
H 2.691 -2.083 6.195
H 4.830 0.822 -0.190
H 4.704 -1.113 3.084
H 1.613 -0.100 -2.059
H -3.719 1.762 -5.425
H 1.752 -4.790 2.483
H 0.011 -7.398 -2.397
H -2.018 4.316 -0.688
H -3.608 3.966 -3.560
H -3.276 -1.382 0.979
H 4.967 0.599 3.491
H -4.067 3.186 -2.041
H 2.355 -0.986 1.594
H -1.367 -0.732 -2.187
H -3.644 0.473 -1.887
H 2.369 -8.594 0.998
H -0.542 1.205 4.614
H -4.020 0.532 0.101
H 0.043 -1.208 -3.127
H 0.653 1.657 6.754
H 2.171 -3.448 4.299
H 1.236 0.482 -4.475
H 0.467 0.457 -0.845
H 3.369 -0.102 3.707
H 1.207 2.189 -4.068
H -1.221 -0.979 2.924
H -1.795 4.563 -4.342
H 1.355 -9.117 -1.182
H -1.111 -2.020 1.666
H -1.180 5.727 -1.375
H -0.300 -5.165 -1.327
H -0.116 1.484 -4.996
H -3.898 1.951 0.929
H -0.220 3.805 -4.573
H 2.311 -0.039 7.571
H -3.349 -0.300 -3.443
H -2.217 2.668 -5.292
*
```

=====

Record 3
CH5NO2Si | ωB97M-V with the def2-TZVPD basis set

**ΔE to the lowest compared entry with this formula, charge and spin**: 83.4 kcal per mole
**Gap between HOMO and LUMO (alpha / beta)**: 8.379 / 8.324 eV

```
! RIJCOSX wB97M-V def2-TZVPD def2/J DEFGRID3
* xyz 0 1
Si -1.376 -0.629 0.336
O 1.009 2.704 -0.358
O 0.085 -1.030 0.340
N 1.094 1.841 -1.116
C 1.299 -0.475 -0.020
H -1.602 -0.256 -1.089
H 2.104 -1.317 0.115
H -2.116 0.471 1.025
H 1.551 0.585 0.019
H -2.048 -1.896 0.748
*
```

=====

Record 4
CH8N3S | ωB97M-V with the def2-TZVPD basis set

**ΔE to the lowest compared entry with this formula, charge and spin**: 67.0 kcal per mole
**Gap between HOMO and LUMO**: 8.813 eV

```
! RIJCOSX wB97M-V def2-TZVPD def2/J DEFGRID3
* xyz 1 1
S -1.770 -2.716 -0.209
N -0.474 0.992 -0.609
N -0.831 -1.452 -0.044
N 1.895 1.144 0.919
C -1.329 0.014 -0.447
H 2.366 0.193 1.230
H -2.346 -0.235 -0.701
H -0.826 1.883 -0.887
H 1.874 1.644 1.699
H -1.633 -2.838 -1.657
H 0.027 -1.379 0.513
H 0.416 1.113 -0.125
H 2.631 1.636 0.320
*
```

=====

Record 5
C39H39F4N6O3PdSi | ωB97M-V with the def2-TZVPD basis set

**Gap between HOMO and LUMO (alpha / beta)**: 4.771 / 4.792 eV

```
! RIJCOSX wB97M-V def2-TZVPD def2/J DEFGRID3
* xyz -1 1
Pd -0.587 -0.546 0.435
Si 1.008 0.217 1.876
F -1.139 4.403 -5.886
F -1.759 1.923 -5.347
F 2.245 1.499 -2.810
F 2.816 3.988 -3.269
O -2.957 -0.173 0.878
O -0.553 -1.652 -2.296
O 1.894 -1.821 -3.413
N 0.229 0.297 -1.160
N -1.970 -2.436 0.096
N -1.737 -1.059 -5.162
N -0.123 7.246 -6.404
N -3.221 -2.479 0.657
N 3.147 6.981 -3.812
C -1.440 -3.540 -0.250
C -0.892 -1.267 3.411
C 1.869 -2.324 -4.742
C 0.728 0.040 4.777
C 3.064 -1.203 0.437
C 1.537 -2.761 -2.470
C 2.186 2.681 2.850
C 1.306 2.239 -3.383
C 0.292 -2.635 -1.861
C -0.633 2.417 -4.815
C 0.404 6.514 -5.692
C -7.587 -0.918 2.548
C -5.697 0.050 1.420
C -0.323 3.701 -5.086
C -0.100 -0.308 -2.203
C -5.007 -1.153 1.520
C -6.984 0.165 1.922
C 2.397 -3.794 -2.129
C -1.129 -0.407 -4.435
C 1.151 5.675 -4.799
C 2.275 6.356 -4.224
C 1.629 3.516 -3.683
C -0.122 -3.581 -0.916
C -0.325 0.347 -3.501
C -5.616 -2.237 2.144
C 3.635 -0.641 2.796
C -3.609 -1.242 0.972
C 2.008 -2.437 2.265
C -1.118 1.166 3.541
C 2.665 2.090 0.501
C 1.586 2.038 1.589
C 0.738 -4.637 -0.621
C 1.993 -4.740 -1.202
C 0.100 1.603 -3.870
C 0.416 2.916 1.109
C 0.826 4.369 -4.523
C 2.490 -1.039 1.853
C -6.897 -2.118 2.661
C -0.077 0.039 3.472
H -1.948 -4.486 -0.051
H -0.168 2.427 0.329
H 3.636 -0.340 0.108
H 0.414 -5.375 0.102
H 3.737 -2.069 0.425
H 1.364 0.919 4.878
H -7.361 -2.964 3.152
H -1.788 0.972 4.387
H 2.338 1.605 -0.411
H -1.572 -1.304 4.271
H 2.088 -1.483 -5.397
H -1.539 -1.319 2.531
H -1.734 1.203 2.640
H 1.474 2.744 3.669
H 2.279 -1.385 -0.295
H -5.074 -3.170 2.205
H 4.099 0.297 2.503
H -0.672 2.145 3.699
H 0.883 -2.727 -4.983
H 2.653 -5.553 -0.933
H 3.597 1.632 0.826
H -0.256 3.187 1.921
H 3.314 -0.548 3.833
H 2.829 -3.149 2.123
H 4.416 -1.410 2.763
H 1.710 -2.491 3.310
H 1.172 -2.776 1.647
H 3.371 -3.840 -2.597
H -0.280 -2.164 3.436
H 2.504 3.704 2.618
H -7.517 1.102 1.831
H 2.628 -3.099 -4.883
H 0.820 3.847 0.695
H 0.036 0.038 5.628
H 2.884 3.137 0.267
H 3.064 2.144 3.210
H -8.590 -0.828 2.946
H -5.201 0.890 0.955
H 1.360 -0.842 4.874
*
```

=====

Record 6
C4H3NO3 | ωB97M-V with the def2-TZVPD basis set

**ΔE to the lowest compared entry with this formula, charge and spin**: 135.3 kcal per mole
**Gap between HOMO and LUMO**: 7.344 eV

```
! RIJCOSX wB97M-V def2-TZVPD def2/J DEFGRID3
* xyz 0 1
O 0.264 2.106 0.049
O -1.390 -1.009 0.612
O 0.398 -1.325 -0.527
N 3.475 -0.230 0.483
C 0.942 -0.239 -0.296
C -0.066 0.922 -0.165
C 2.380 0.046 -0.125
C -1.546 0.267 -0.027
H -1.679 0.086 -1.033
H -0.527 -1.597 0.392
H -2.252 0.972 0.638
*
```